Here is a molecular structure, C42H40N5O2PSZn from the Open Molecules 2025 dataset. Energies are from the ωB97M-V functional and the def2-TZVPD basis.

total energy = -124288.406 eV
gap between HOMO and LUMO = 5.36 eV
ΔE to the lowest compared entry with this formula, charge and spin = 447.23 kJ/mol

```
92
Properties=species:S:1:pos:R:3:forces:R:3:lowdin_charge:R:1
Zn 0.64269 -0.87044 0.43657 0.1383 -0.1238 -0.3068 0.662
C -1.11584 -1.12439 -1.93886 -0.0564 0.0220 0.0170 -0.053
N 0.26933 -0.74243 -1.62444 0.0723 0.1708 0.0172 -0.318
C 1.19217 -1.72402 -2.21854 -0.0494 -0.0870 -0.0055 -0.097
C 0.64528 0.57425 -2.20356 0.0286 -0.0615 -0.0179 -0.180
C -0.37233 1.67783 -2.22570 -0.1130 -0.0945 0.0666 -0.142
C -0.79885 2.03449 -3.50856 0.0643 0.0374 -0.0229 -0.041
C -1.68281 3.06714 -3.74752 0.0115 0.0002 0.0419 -0.072
C -2.15091 3.78350 -2.66309 0.0055 0.0075 -0.0257 -0.061
C -1.74449 3.44500 -1.38484 0.0888 0.1588 0.0261 -0.005
C -0.86724 2.38774 -1.12007 -0.0319 -0.0860 -0.1094 -0.134
H -1.27019 -1.17421 -3.02246 -0.0014 0.0169 0.0000 0.102
H -1.80740 -0.40120 -1.51298 0.0033 0.0028 0.0218 0.092
H -1.31872 -2.10095 -1.50186 -0.0023 0.0046 0.0032 0.097
H 1.08684 -1.73038 -3.30955 -0.0249 -0.0203 0.0102 0.100
H 0.98111 -2.71709 -1.82802 0.0404 0.0056 0.0438 0.091
H 2.21508 -1.44947 -1.96451 -0.0028 0.0111 -0.0169 0.074
H 0.93854 0.40360 -3.24477 -0.0391 -0.0351 0.0022 0.115
H 1.54118 0.89064 -1.67909 -0.0196 0.0159 0.0023 0.027
H -0.40676 1.47264 -4.34777 -0.0139 -0.0010 -0.0042 0.111
H -1.98936 3.30673 -4.75663 -0.0079 -0.0030 -0.0024 0.107
H -2.83736 4.60923 -2.79688 0.0026 0.0061 -0.0071 0.109
H -2.12582 4.03484 -0.56955 0.0358 -0.0332 0.0347 0.098
C -3.10280 5.48336 6.88872 0.0008 0.0079 -0.0007 -0.055
C -2.65837 4.37948 5.96861 0.0017 0.0159 0.0063 -0.276
C -1.31428 4.18203 5.68406 0.0114 -0.0073 -0.0283 -0.043
C -0.90894 3.12889 4.86954 -0.0218 0.0520 -0.0453 -0.097
C -1.84944 2.28090 4.31743 0.0208 -0.0923 0.2268 -0.367
C -3.19797 2.45069 4.61189 0.0405 0.0160 -0.1175 -0.066
C -3.59448 3.49903 5.41896 -0.0047 0.0119 -0.0366 -0.035
S -1.23936 0.80550 3.46509 0.0230 -0.0149 0.0918 0.936
O -2.02602 0.97435 2.00152 -0.0982 -0.2444 -0.1527 -0.286
O -2.04222 -0.22644 4.11057 0.0794 -0.0304 -0.0310 -0.419
N -0.01045 -1.18469 2.13201 0.0729 0.0856 0.0256 -0.139
C 0.68738 -2.13689 2.71774 -0.0435 0.0928 0.0236 -0.431
C 0.46742 -2.52200 4.07232 0.0307 0.0029 -0.0069 -0.058
C 1.21388 -3.49925 4.70704 -0.0267 0.0207 0.0199 -0.116
C 2.24176 -4.19299 4.08755 0.0171 -0.0175 -0.0254 -0.103
C 2.52635 -3.88994 2.74698 0.0016 0.0049 0.0480 -0.192
C 3.54789 -4.53772 2.01878 -0.0010 0.0111 -0.0206 -0.024
C 3.81038 -4.18388 0.72465 0.0321 0.0113 0.0105 -0.072
C 3.04009 -3.17497 0.13567 0.0318 0.0523 -0.0524 -0.175
N 2.06206 -2.56111 0.77413 -0.0245 0.0283 0.0541 0.042
C 1.78191 -2.88632 2.05944 -0.0099 0.0385 -0.0004 -0.165
H -2.32949 6.24296 6.99879 -0.0026 0.0024 0.0000 0.073
H -3.32532 5.08841 7.88226 -0.0016 0.0051 0.0029 0.084
H -4.00832 5.96580 6.51964 0.0005 0.0046 -0.0036 0.077
H -0.57435 4.84860 6.11250 -0.0003 -0.0022 0.0055 0.109
H 0.14469 2.97633 4.65953 0.0104 -0.0312 0.0094 0.102
H -3.92294 1.75686 4.20428 0.0199 -0.0457 0.0242 0.120
H -4.64686 3.63755 5.64239 0.0096 -0.0023 0.0047 0.114
H -0.32768 -2.01302 4.59837 -0.0693 0.0226 0.0114 0.082
H 0.97983 -3.72980 5.74177 -0.0058 0.0017 0.0027 0.098
H 2.80430 -4.96246 4.60001 0.0096 0.0015 0.0005 0.090
H 4.12458 -5.31516 2.50742 0.0052 -0.0003 0.0048 0.114
H 4.59491 -4.66103 0.15219 0.0030 -0.0050 0.0063 0.098
H 3.25782 -2.86183 -0.87863 -0.0472 -0.0229 -0.0098 0.083
N 1.69936 2.33640 1.03611 0.1599 0.2771 -0.1860 -0.094
P 2.58794 0.98076 0.51372 -0.5142 -0.1842 0.4058 1.027
C 4.04842 1.78940 -0.23206 -0.0550 -0.0246 -0.0449 -0.340
C 4.16843 1.85377 -1.61780 0.0257 -0.0104 0.0275 -0.093
C 5.22701 2.53453 -2.20281 0.0100 -0.0019 0.0031 -0.079
C 6.17339 3.15672 -1.40308 -0.0014 0.0011 -0.0098 -0.081
C 6.06623 3.09078 -0.02001 0.0062 -0.0079 0.0163 -0.073
C 5.01216 2.40653 0.56420 0.0337 0.0143 -0.0212 -0.087
C 3.27617 0.29175 2.04799 0.1819 0.0458 -0.1307 -0.388
C 2.62379 0.42059 3.26481 -0.0935 -0.0409 0.0069 -0.097
C 3.07405 -0.28354 4.37524 -0.0102 0.0240 -0.0210 -0.064
C 4.17504 -1.11706 4.26967 0.0131 -0.0089 -0.0102 -0.072
C 4.83834 -1.24213 3.05355 -0.0191 -0.0240 0.0265 -0.077
C 4.39081 -0.54372 1.94666 0.0200 0.0268 0.0166 -0.115
C 0.37187 2.76922 0.97118 -0.0291 -0.0547 0.0435 -0.297
C 0.00521 3.88204 1.63603 -0.0136 -0.0451 0.1386 -0.033
C -1.39205 4.22576 1.82270 0.0136 0.0017 -0.0781 -0.095
C -2.32788 3.31924 1.55932 0.0511 0.0497 -0.0322 -0.072
C -1.92022 1.97697 1.02162 0.0063 -0.0583 -0.0468 -0.333
N -0.61616 1.99277 0.27173 0.0613 -0.0319 0.0592 0.053
H 2.24962 2.98886 1.58147 -0.0105 0.0148 -0.0144 0.106
H 3.43396 1.36660 -2.24767 0.0451 0.0205 -0.0204 0.085
H 5.31376 2.57643 -3.28063 -0.0007 -0.0005 -0.0048 0.105
H 6.99987 3.68834 -1.85626 0.0032 0.0002 -0.0036 0.105
H 6.81106 3.56611 0.60494 0.0016 0.0045 0.0003 0.106
H 4.94818 2.33250 1.64377 -0.0072 0.0093 -0.0087 0.109
H 1.72325 1.01467 3.33270 -0.0694 0.0406 0.0156 0.070
H 2.53880 -0.20220 5.31169 -0.0042 -0.0103 -0.0026 0.111
H 4.50380 -1.69009 5.12626 0.0059 0.0020 0.0049 0.107
H 5.68852 -1.90598 2.96436 0.0085 0.0054 -0.0025 0.107
H 4.90193 -0.65847 0.99625 -0.0059 -0.0158 0.0075 0.108
H 0.75600 4.45831 2.16209 0.0189 -0.0063 0.0215 0.111
H -1.64278 5.19146 2.24314 -0.0111 -0.0023 0.0054 0.116
H -3.38253 3.48752 1.73099 0.0117 0.0021 0.0316 0.124
H -2.63718 1.63818 0.27214 -0.0265 0.1008 -0.0088 0.158
```
Positions in Å, forces in eV/Å.